(1)
ORCA calculation (ωB97M-V/def2-TZVPD) on a structure of composition C54H135N9O18.

Geometry (Å):
1 O -11.013 13.903 15.397
2 O -7.328 15.983 15.618
3 O -7.842 13.640 17.459
4 O -8.995 17.827 9.068
5 O -10.277 19.637 19.773
6 O -4.747 12.662 12.691
7 O -5.778 13.067 0.327
8 O -12.058 19.871 10.750
9 O -12.033 12.115 9.695
10 O -7.482 14.000 6.766
11 O -8.633 15.139 10.905
12 O -12.414 18.856 14.328
13 O -16.676 16.631 15.234
14 O -6.719 20.662 9.952
15 O -4.580 17.273 13.297
16 O -8.378 11.407 21.980
17 O -9.135 19.933 14.185
18 O -13.101 16.344 7.492
19 N -10.794 14.261 7.950
20 N -10.177 17.309 12.978
21 N -13.364 15.431 16.357
22 N -9.732 21.546 10.068
23 N -5.815 13.534 3.411
24 N -7.550 17.129 12.012
25 N -4.093 15.160 10.785
26 N -9.167 19.637 17.378
27 N -8.070 13.981 20.405
28 C -4.327 18.339 14.143
29 C -5.056 16.301 11.144
30 C -7.682 10.942 23.113
31 C -7.161 12.998 19.837
32 C -8.654 15.669 15.927
33 C -11.755 16.542 7.133
34 C -10.760 15.739 8.078
35 C -9.126 17.718 7.638
36 C -11.388 10.995 10.117
37 C -7.611 17.994 9.516
38 C -7.554 18.291 11.124
39 C -8.680 18.685 16.358
40 C -11.741 19.181 13.062
41 C -7.702 14.004 10.978
42 C -8.592 22.189 10.692
43 C -13.739 17.248 8.466
44 C -4.436 17.436 11.899
45 C -4.332 13.933 13.037
46 C -12.087 13.661 7.742
47 C -10.487 16.498 11.780
48 C -13.453 19.512 10.407
49 C -4.983 12.387 1.278
50 C -15.401 16.924 15.839
51 C -5.819 20.482 8.861
52 C -5.851 12.255 2.595
53 C -3.330 14.716 11.983
54 C -11.117 15.339 15.424
55 C -12.530 15.826 15.236
56 C -6.920 13.471 4.382
57 C -5.140 13.303 -0.953
58 C -11.225 19.621 9.655
59 C -7.351 21.945 9.859
60 C -13.683 19.558 14.495
61 C -10.299 18.726 12.967
62 C -17.463 17.834 15.044
63 C -6.999 15.811 14.228
64 C -11.108 20.205 20.791
65 C -9.768 15.104 11.806
66 C -14.795 15.532 16.182
67 C -11.950 12.231 8.259
68 C -9.702 20.022 9.956
69 C -9.186 12.555 22.235
70 C -6.041 12.757 12.085
71 C -8.367 13.848 21.836
72 C -6.528 14.050 5.772
73 C -6.716 13.372 18.392
74 C -8.239 19.800 18.555
75 C -9.025 20.335 19.745
76 C -7.347 14.051 16.178
77 C -9.149 21.342 14.439
78 C -9.657 13.395 15.602
79 C -7.493 17.241 13.515
80 C -9.496 18.906 15.071
81 C -8.493 15.035 6.665
82 H -8.822 23.255 10.686
83 H -6.647 14.886 16.228
84 H -8.391 17.742 13.876
85 H -14.214 19.816 11.125
86 H -9.594 14.906 12.864
87 H -10.442 14.325 11.449
88 H -8.216 10.594 23.997
89 H -11.108 11.794 7.723
90 H -10.643 21.671 10.486
91 H -6.071 15.025 5.602
92 H -7.164 18.858 9.024
93 H -10.582 18.974 15.136
94 H -9.705 15.969 7.930
95 H -8.779 21.894 13.575
96 H -13.599 18.492 10.050
97 H -7.772 12.100 19.743
98 H -9.370 14.435 6.910
99 H -11.342 21.234 20.515
100 H -6.689 13.430 15.570
101 H -10.439 20.139 21.649
102 H -8.533 20.406 20.715
103 H -8.083 14.496 15.508
104 H -3.339 18.740 13.914
105 H -12.424 16.907 15.334
106 H -3.386 17.564 11.638
107 H -4.666 14.356 10.573
108 H -5.121 14.652 13.257
109 H -7.285 12.467 4.600
110 H -14.974 14.985 15.256
111 H -8.351 19.002 11.341
112 H -7.470 20.469 18.169
113 H -6.581 22.637 10.199
114 H -15.608 17.502 16.739
115 H -7.628 13.620 11.996
116 H -11.723 20.271 13.027
117 H -2.427 14.148 11.762
118 H -10.379 13.704 8.684
119 H -4.079 13.201 -0.726
120 H -8.298 15.800 7.416
121 H -9.352 21.357 19.558
122 H -4.024 12.868 1.470
123 H -10.886 15.590 16.459
124 H -5.804 14.178 2.633
125 H -3.774 13.630 13.923
126 H -10.053 12.463 21.580
127 H -14.287 19.271 15.356
128 H -11.563 17.607 7.006
129 H -8.988 19.787 9.166
130 H -4.762 11.387 0.907
131 H -7.451 13.810 22.425
132 H -6.914 11.542 23.600
133 H -6.277 13.094 20.468
134 H -5.360 12.564 -1.723
135 H -6.696 18.953 11.238
136 H -9.345 17.968 14.536
137 H -12.067 10.143 10.134
138 H -12.500 13.699 6.734
139 H -5.935 16.017 11.723
140 H -7.037 10.102 22.853
141 H -7.780 13.855 3.834
142 H -8.790 18.688 7.272
143 H -8.191 13.248 10.364
144 H -6.855 11.916 2.340
145 H -12.768 11.726 7.744
146 H -10.444 10.795 9.610
147 H -10.178 17.763 7.354
148 H -8.629 17.646 16.682
149 H -6.333 11.907 11.468
150 H -9.983 19.378 12.152
151 H -6.099 14.246 18.598
152 H -15.374 14.962 16.908
153 H -5.753 13.328 6.033
154 H -8.572 16.992 7.043
155 H -8.352 21.868 11.705
156 H -12.942 15.501 14.281
157 H -17.748 18.315 15.980
158 H -10.091 19.362 17.677
159 H -11.691 20.220 8.873
160 H -7.833 18.801 18.711
161 H -11.961 19.547 20.953
162 H -16.962 18.483 14.326
163 H -9.745 19.143 13.808
164 H -6.786 18.024 13.787
165 H -11.122 15.863 9.099
166 H -5.923 15.633 14.219
167 H -6.806 13.117 12.773
168 H -13.024 14.526 16.650
169 H -5.296 14.318 -1.320
170 H -12.384 18.901 12.228
171 H -5.363 16.802 10.226
172 H -4.259 17.873 15.126
173 H -6.666 14.082 10.648
174 H -12.809 14.197 8.360
175 H -8.398 16.615 11.818
176 H -7.715 22.116 8.846
177 H -6.009 12.644 17.994
178 H -14.736 16.840 8.632
179 H -5.104 21.302 8.788
180 H -4.911 19.255 14.049
181 H -13.188 17.128 9.399
182 H -8.950 14.693 22.203
183 H -14.323 19.415 13.625
184 H -4.875 18.364 11.534
185 H -8.990 13.460 14.743
186 H -8.970 13.729 20.024
187 H -2.934 15.521 12.602
188 H -7.692 19.038 16.062
189 H -5.964 13.486 11.279
190 H -18.348 17.407 14.573
191 H -13.478 20.628 14.528
192 H -6.982 17.155 9.219
193 H -9.236 16.563 15.703
194 H -10.222 17.120 10.925
195 H -9.615 12.567 23.237
196 H -11.556 16.480 11.566
197 H -7.485 14.949 13.771
198 H -14.704 17.465 15.199
199 H -9.302 16.934 13.314
200 H -5.157 19.656 9.119
201 H -8.881 14.751 15.384
202 H -8.611 21.700 15.316
203 H -9.266 19.447 10.773
204 H -9.070 13.918 16.357
205 H -13.824 18.297 8.184
206 H -8.571 15.323 5.617
207 H -5.330 11.472 3.146
208 H -10.962 10.942 11.119
209 H -8.788 15.395 16.973
210 H -11.557 16.200 6.116
211 H -13.699 19.911 9.423
212 H -6.248 20.220 7.894
213 H -9.714 12.308 15.654
214 H -11.175 18.564 9.391
215 H -10.065 21.636 14.950
216 H -10.394 15.767 14.729

The value obtained for the total energy is -3983.789616 Eh. The calculation puts the orbital gap at 8.092 eV. The LUMO energy is 0.60 eV. As for the relative energy (zero: lowest compared OMol25 entry of this formula, charge and spin): 3680.8 kJ/mol. The value obtained for the HOMO energy is -0.2755 Eh.

=====

(2)
ORCA calculation (ωB97M-V/def2-TZVPD) on a cluster of 2 separate species, C3H5NO3 in total.

Geometry (Å):
1 O 0.196 1.451 -0.755
2 O 2.323 -0.494 -1.049
3 O 1.954 -0.688 1.128
4 N 1.700 -0.330 -0.052
5 C -0.224 1.475 0.610
6 C 0.427 0.337 -0.035
7 C -1.415 -1.235 -0.504
8 H -1.163 -1.846 0.413
9 H 0.435 2.093 1.137
10 H -2.226 -0.542 -0.495
11 H -0.804 -1.578 -1.299
12 H -1.203 1.358 0.901

The value obtained for the total energy is -397.491635 Eh. The calculation puts the orbital gap (alpha / beta) at 8.316 / 8.059 eV. The LUMO energy (alpha / beta) is -0.82 / -1.13 eV. As for the relative energy (zero: lowest compared OMol25 entry of this formula, charge and spin): 905.9 kJ/mol. The value obtained for the HOMO energy (alpha / beta) is -0.3358 / -0.3378 Eh.

=====

(3)
ORCA calculation (ωB97M-V/def2-TZVPD) on the ion C9H13N2O with charge +1.

Geometry (Å):
1 O 2.152 0.197 -0.006
2 N 0.717 -0.643 -2.033
3 N -1.479 -1.349 -1.620
4 C -1.680 0.226 1.091
5 C -0.346 0.061 0.302
6 C -0.396 -0.658 -1.308
7 C 1.437 -1.107 1.731
8 C 2.921 -1.151 1.629
9 C 3.223 -0.304 0.646
10 C -1.138 1.525 0.529
11 C 1.024 -0.274 0.753
12 C -2.042 2.211 -0.513
13 H 3.580 -1.692 2.203
14 H -1.547 -2.112 -2.306
15 H -1.946 1.713 -1.436
16 H -2.610 -0.068 0.709
17 H -2.318 -1.144 -1.041
18 H 1.605 -0.449 -1.484
19 H 4.162 -0.106 0.272
20 H 0.893 -1.223 -2.880
21 H -0.559 2.207 1.154
22 H -1.756 3.253 -0.618
23 H -1.536 0.034 2.252
24 H -3.136 2.352 -0.365
25 H 0.775 -1.499 2.336

The value obtained for the total energy is -535.155002 Eh. The calculation puts the orbital gap at 9.169 eV. The LUMO energy is -3.23 eV. The net charge is +1. As for the relative energy (zero: lowest compared OMol25 entry of this formula, charge and spin): 346.5 kJ/mol. The value obtained for the HOMO energy is -0.4556 Eh.

=====

(4)
ORCA calculation (ωB97M-V/def2-TZVPD) on a cluster of 2 separate species, C3H10N4O2 in total.

Geometry (Å):
1 O 2.477 -0.555 1.472
2 O 1.206 -1.574 -0.066
3 N 1.702 0.683 -0.277
4 N -0.418 2.105 -0.594
5 N -0.723 0.056 -1.741
6 N -0.866 0.058 0.654
7 C 1.508 -0.514 0.479
8 C -0.606 0.838 -0.607
9 C -1.859 -0.998 0.699
10 H -0.833 0.662 1.465
11 H 2.604 0.839 -0.700
12 H 2.766 -1.471 1.566
13 H -1.243 2.659 -0.394
14 H -1.371 -1.967 0.570
15 H -2.592 -0.915 -0.103
16 H -2.383 -1.007 1.653
17 H 1.345 1.595 0.044
18 H -0.170 0.437 -2.496
19 H -0.543 -0.932 -1.623

The value obtained for the total energy is -489.744267 Eh. The calculation puts the orbital gap at 8.953 eV. The LUMO energy is 0.52 eV. As for the relative energy (zero: lowest compared OMol25 entry of this formula, charge and spin): 295.9 kJ/mol. The value obtained for the HOMO energy is -0.3098 Eh.

=====

(5)
ORCA calculation (ωB97M-V/def2-TZVPD) on a structure of composition C20H21BrIrNO2Se2.

Geometry (Å):
1 Ir 0.523 -0.107 -0.308
2 Br 1.432 1.835 1.681
3 Se 2.004 0.186 -2.184
4 Se -0.698 -1.998 -1.076
5 O 2.090 -1.851 0.029
6 O 2.032 -3.993 -4.358
7 N -0.280 -0.268 1.689
8 C 2.353 -2.992 -0.810
9 C -4.260 0.560 0.217
10 C -4.186 2.814 -0.579
11 C 1.893 -2.808 -2.258
12 C -1.166 0.002 4.309
13 C -0.719 1.355 -0.817
14 C -1.541 -1.088 3.539
15 C -1.081 -1.189 2.241
16 C -2.131 1.461 -0.564
17 C -0.298 0.935 3.770
18 C -0.085 2.450 -1.373
19 C -4.906 1.786 -0.052
20 C -0.757 3.659 -1.656
21 C 2.437 -1.555 -2.934
22 C 2.481 -4.018 -3.012
23 C 0.120 0.732 2.469
24 C -2.928 0.411 -0.036
25 C -2.797 2.686 -0.848
26 C 0.372 -2.870 -2.434
27 C -2.085 3.780 -1.395
28 H 3.529 -1.583 -2.963
29 H -2.618 4.700 -1.606
30 H -2.473 -0.556 0.128
31 H 3.575 -3.974 -2.968
32 H 0.061 1.785 4.331
33 H -2.196 -1.855 3.929
34 H -1.346 -2.021 1.601
35 H 2.152 -4.941 -2.517
36 H -4.827 -0.275 0.611
37 H 1.857 -3.880 -0.404
38 H 0.970 2.405 -1.602
39 H -1.526 0.116 5.323
40 H 2.080 -1.556 -3.961
41 H -0.201 4.486 -2.083
42 H 2.447 -2.030 0.905
43 H -5.965 1.899 0.142
44 H -4.664 3.760 -0.810
45 H 0.023 -3.904 -2.358
46 H 2.415 -4.740 -4.824
47 H 0.103 -2.504 -3.421
48 H 3.433 -3.176 -0.819

The value obtained for the total energy is -8461.150414 Eh. The calculation puts the orbital gap at 6.530 eV. The LUMO energy is -0.16 eV. As for the relative energy (zero: lowest compared OMol25 entry of this formula, charge and spin): 37.6 kJ/mol. The value obtained for the HOMO energy is -0.2459 Eh.

=====

(6)
ORCA calculation (ωB97M-V/def2-TZVPD) on the molecule C5H12S2.

Geometry (Å):
1 S 0.624 0.073 1.755
2 S 0.459 -0.840 -0.047
3 C 0.066 0.504 -1.290
4 C 1.697 0.163 -3.139
5 C 0.299 -0.107 -2.682
6 C -0.997 0.380 2.564
7 C -1.298 -0.750 3.762
8 H -1.733 -1.641 3.392
9 H -0.997 0.693 -1.088
10 H -0.448 0.150 -3.434
11 H -1.775 0.367 1.791
12 H 0.046 -1.172 -2.628
13 H -0.263 -0.894 4.175
14 H -1.882 -0.336 4.588
15 H 0.602 1.420 -1.055
16 H 1.997 1.212 -3.091
17 H -0.707 1.274 3.099
18 H 2.456 -0.355 -2.530
19 H 1.854 -0.141 -4.140

The value obtained for the total energy is -994.052791 Eh. The calculation puts the orbital gap at 9.531 eV. The LUMO energy is 0.91 eV. As for the relative energy (zero: lowest compared OMol25 entry of this formula, charge and spin): 64.3 kJ/mol. The value obtained for the HOMO energy is -0.3169 Eh.